This record from the Open Molecules 2025 dataset describes a structure of composition C40H51N11. The level of theory is the ωB97M-V functional and the def2-TZVPD basis.

The relative energy (zero: lowest compared OMol25 entry of this formula, charge and spin) comes out at 49.743 eV. The charge is 0. The calculation puts the largest force on an atom at 16.68 eV/Å.

The geometry in XYZ format:
```
102
Properties=species:S:1:pos:R:3:forces:R:3:mulliken_charge:R:1
C 2.118580 0.797452 -3.006309 1.6 1.8 -1.2 -0.444
C 3.443335 1.287974 -2.695388 2.5 0.2 1.9 -0.144
N 4.492652 1.608030 -2.281704 -2.1 -0.3 -1.2 -0.882
H 1.417269 0.837257 -2.172823 1.7 -0.3 -0.8 -0.471
H 2.159174 -0.152636 -3.539014 -0.8 1.4 0.2 0.883
H 1.772170 1.572933 -3.689469 0.6 -0.6 0.3 0.821
C 0.803387 -0.334396 -0.544663 -1.8 1.5 -0.6 -1.513
C -0.490093 0.046402 0.089309 1.7 -0.8 -3.8 1.135
N -1.469774 0.311164 0.653073 6.3 0.4 -15.5 -0.902
H 0.524523 -0.794550 -1.492607 0.7 0.6 0.6 1.350
H 1.337529 -1.137383 -0.036711 -1.0 1.2 0.2 0.433
H 1.484687 0.491152 -0.750561 -0.4 -0.4 0.9 1.097
N -2.696481 -2.795490 1.241906 3.7 -3.5 0.4 0.415
C -1.839064 -1.770216 1.407372 -0.9 -2.5 5.4 0.121
C -0.548346 -2.236545 1.387464 -1.0 -1.2 3.7 1.124
C -0.603919 -3.592734 1.118785 0.1 -1.7 0.6 -0.587
C -1.925068 -3.906872 1.005596 -1.3 -1.2 0.3 -1.561
H -3.704433 -2.761834 1.296720 1.8 -1.5 0.1 0.260
H -2.210993 -0.791373 1.671838 0.2 -3.2 0.2 -1.480
H 0.302969 -1.572136 1.402401 -3.4 -2.6 -3.3 -0.442
H 0.222998 -4.281690 1.029648 -0.1 0.0 -0.1 0.704
H -2.470223 -4.821385 0.824300 0.5 -0.2 -0.1 0.506
N -4.361306 -1.207766 2.291445 -1.2 0.6 1.5 0.068
C -4.086534 -1.266977 0.964827 -3.3 4.8 -2.9 -0.763
C -3.331188 -0.156872 0.597933 -7.6 1.1 2.3 -0.434
C -3.263688 0.684322 1.796131 -5.1 -1.6 3.5 -0.358
C -3.903762 -0.042205 2.829296 0.1 2.2 -2.4 -1.230
H -4.899144 -1.838148 2.868896 0.0 -0.1 -0.5 0.269
H -4.465034 -2.033074 0.304338 -0.5 0.7 -0.2 0.510
H -2.918180 0.059927 -0.376140 -1.9 1.9 2.3 0.014
H -2.790236 1.622620 2.044814 -0.1 -0.2 -0.1 0.575
H -4.026532 0.214476 3.871144 0.0 -0.2 -0.2 0.534
N -1.157050 -1.864064 -0.763352 -1.2 -1.8 -8.7 0.689
C -0.338394 -2.515322 -1.618495 -3.0 -1.3 -3.7 -0.901
C -0.778344 -2.276857 -2.990155 -0.2 0.5 2.8 -0.639
C -1.920676 -1.401254 -2.882557 0.1 -2.9 1.1 -0.930
C -2.168654 -1.307408 -1.513744 -0.3 0.1 -1.9 -0.476
H -1.084214 -1.968260 0.238623 -0.4 0.4 -2.1 1.379
H 0.407659 -3.226605 -1.296155 -2.2 0.4 -0.8 0.561
H -0.285975 -2.612703 -3.890818 -0.1 -0.1 0.1 0.498
H -2.499151 -1.007455 -3.705185 0.0 0.1 0.2 0.399
H -2.890095 -0.699353 -0.988227 0.5 -2.9 -3.2 0.295
N -0.148982 2.043929 -2.699701 2.2 -3.0 -2.5 -0.323
C -0.383111 0.702571 -2.856265 -0.6 1.5 -1.9 -0.397
C -0.109641 0.414135 -4.180038 -1.0 0.6 -1.0 -0.154
C 0.233250 1.632364 -4.832991 -0.7 0.6 -0.4 -1.474
C 0.278323 2.618320 -3.869543 -1.5 -0.4 0.2 -1.154
H -0.407240 2.622264 -1.912987 1.9 -1.0 -0.1 0.418
H -0.798929 0.065310 -2.089858 0.4 1.2 -0.7 0.454
H -0.149824 -0.528543 -4.705538 -0.2 0.1 0.3 0.548
H 0.369246 1.818505 -5.888101 0.3 -0.3 0.0 0.476
H 0.537916 3.666539 -3.853846 -0.1 0.0 -0.4 0.564
N 2.877547 -1.834558 -0.070196 0.9 0.4 -13.5 -0.466
C 3.609496 -1.029102 -0.932126 -3.1 -2.8 -2.2 -1.098
C 3.044632 -1.394922 -2.275460 5.0 2.6 2.7 -1.511
C 2.100210 -2.304627 -2.099210 -0.7 -3.0 -0.7 -0.728
C 1.966045 -2.628884 -0.764607 3.9 0.1 0.5 -1.999
H 2.962699 -1.881444 0.935122 1.5 3.6 -7.9 0.548
H 4.264987 -0.283557 -0.506815 0.0 -0.1 -0.5 0.627
H 3.294473 -0.873547 -3.187679 1.1 -1.6 0.6 1.375
H 1.587839 -2.765154 -2.930949 0.1 0.0 0.2 0.886
H 1.349304 -3.392581 -0.314281 1.2 0.4 0.7 1.348
N 2.143178 3.564722 1.908498 0.1 0.9 -0.2 -0.042
C 1.389875 2.456801 2.153049 9.2 5.4 -1.9 -0.816
C 1.148929 1.922625 0.874361 -0.2 -0.8 2.1 0.344
C 1.516366 2.796838 -0.097122 2.5 0.8 -0.3 -0.154
C 2.172993 3.805558 0.577979 0.8 1.1 -0.7 -2.530
H 2.602370 4.068353 2.653873 -0.1 0.2 -0.4 0.289
H 1.237294 2.164256 3.181418 3.0 1.6 0.4 0.410
H 0.500149 1.061188 0.815802 1.3 1.7 0.4 -1.264
H 1.293996 2.721477 -1.151296 0.6 0.1 0.3 1.250
H 2.639924 4.707552 0.210857 0.0 -0.1 -0.1 0.491
N 2.492111 -0.178966 2.166211 2.1 -1.8 -0.6 0.642
C 3.836193 -0.432408 2.006197 -0.3 -2.3 0.6 -0.614
C 3.962521 -1.836217 1.763383 4.2 3.0 6.5 -0.718
C 2.684959 -2.401750 1.786460 -3.2 -4.6 13.4 -0.530
C 1.810843 -1.342529 1.952467 0.7 1.3 5.4 -0.121
H 2.092337 0.684640 2.504548 0.1 -0.4 -0.4 0.573
H 4.595584 0.304892 2.220903 -0.1 0.0 -0.4 0.449
H 4.915308 -2.322141 1.613466 -0.3 -0.2 -0.3 0.387
H 2.534416 -3.466490 1.686119 -0.4 0.4 -0.3 0.489
H 0.745657 -1.251099 2.105520 3.4 1.3 3.6 0.064
N -0.857139 0.158752 2.468077 2.2 -0.6 13.1 1.982
C -0.151234 1.224431 2.974443 -4.8 -4.5 2.6 0.320
C -0.295320 1.157620 4.381979 0.9 1.6 -0.4 -1.020
C -1.159979 0.126868 4.767650 -1.0 -1.3 -2.9 -1.578
C -1.520735 -0.444559 3.526806 1.8 0.2 2.0 -0.722
H -1.163323 0.024380 1.515026 2.4 -2.0 7.6 0.462
H 0.460697 1.854005 2.345507 -8.1 -3.8 1.3 0.237
H 0.159675 1.830425 5.093821 0.2 0.2 0.0 0.485
H -1.579506 -0.226909 5.697829 0.4 0.4 0.2 0.475
H -2.212691 -1.239155 3.289711 0.8 0.0 1.2 0.747
N -2.361493 2.212157 -1.451865 -0.2 1.0 1.6 0.049
C -1.658807 3.292692 -1.913835 -5.1 3.1 -0.4 -0.641
C -0.828033 3.789357 -0.949710 -1.8 2.0 -1.1 -1.349
C -0.991726 2.948656 0.121157 -1.7 0.4 2.7 0.221
C -1.970752 2.013643 -0.131934 -1.1 4.6 -1.8 -0.380
H -3.006788 1.631354 -1.967983 0.2 0.4 0.0 0.384
H -1.957143 3.654056 -2.886891 0.6 0.1 0.0 0.649
H -0.128728 4.606227 -1.050191 -0.3 0.0 0.0 0.381
H -0.483295 3.219772 1.034611 -1.0 -0.4 0.1 0.957
H -2.447306 1.311766 0.536383 -0.5 3.9 -2.0 1.326
```
Positions in Å, forces in eV/Å.